Density functional theory data (ωB97M-V/def2-TZVPD) for C12H23HgN5O6S as an isolated structure.

Computed properties:
relative energy (zero: lowest compared OMol25 entry of this formula, charge and spin): 58.13 kJ/mol
HOMO (spin up / spin down): -5.41 / -5.38 eV
total charge: 0
HOMO-LUMO gap (spin up / spin down): 0.166 / 0.165 Eh
energy: -1747.4449 hartree

CARTESIAN COORDINATES (ANGSTROEM)
O: -0.768 0.545 -3.763
H: -0.624 1.458 -4.078
Hg: -0.514 -0.179 0.106
N: -0.619 2.050 -0.539
N: 1.616 0.833 -0.781
N: -1.833 -1.873 0.648
N: 0.767 -1.912 0.670
O: -1.653 2.625 -0.124
O: -3.110 -1.745 0.555
O: 2.109 -1.811 0.812
O: 2.768 0.286 -0.552
C: 1.636 2.141 -1.162
C: 0.391 2.814 -1.056
C: -1.286 -2.904 1.311
C: 0.159 -2.903 1.329
C: 0.168 4.243 -1.374
H: -0.219 4.366 -2.400
H: 1.091 4.828 -1.292
H: -0.582 4.649 -0.686
C: 2.937 2.780 -1.471
H: 3.498 2.173 -2.192
H: 3.553 2.870 -0.565
H: 2.797 3.779 -1.887
C: -2.084 -3.948 2.017
C: 0.997 -3.876 2.073
H: -3.134 -3.902 1.710
H: -2.039 -3.810 3.111
H: -1.684 -4.950 1.801
H: 2.048 -3.595 1.934
H: 0.832 -4.892 1.696
H: 0.751 -3.866 3.143
H: -2.878 -0.567 -0.613
H: 2.368 -0.972 0.244
C: -0.037 -0.529 -4.209
H: -0.283 -0.883 -5.192
H: -0.247 -1.325 -3.495
H: 1.013 -0.292 -4.154
O: -2.228 -0.226 -1.336
H: -1.275 0.440 -2.900
H: -2.086 -1.047 -1.833
S: 0.946 1.324 4.080
C: -0.824 1.368 4.072
C: -1.280 1.129 2.812
N: -0.249 0.971 1.905
C: 0.980 0.983 2.424
H: -1.454 1.545 4.927
H: -2.294 1.040 2.446
H: 1.860 0.771 1.829